No. 1
60
Properties=species:S:1:pos:R:3:forces:R:3 method="wB97M-V/def2-TZVPD" largest_force_ev_per_a=1.28 homo_lumo_gap_ev=6.80 relative_energy_ev=3.382 molar_mass_g_mol=475.50 total_charge=0 spin_multiplicity=1
C -4.675477 -0.506134 -1.627623 -0.190 0.136 -0.123
O -3.579488 -1.114182 -0.987890 0.294 -0.356 0.249
C -3.751173 -2.357116 -0.438047 0.098 -0.103 0.057
C -4.950579 -3.048862 -0.415791 0.008 0.236 -0.104
C -5.019473 -4.312400 0.152948 0.041 -0.131 0.060
C -3.891862 -4.890523 0.700322 -0.201 0.014 -0.042
C -2.686844 -4.208069 0.689968 0.103 0.030 0.029
C -2.599498 -2.941734 0.129041 -0.261 -0.208 -0.058
N -1.419330 -2.197918 0.088248 -0.124 0.241 -0.167
C -0.164801 -2.638741 0.302183 -0.205 -0.007 -0.012
O 0.148081 -3.779620 0.598995 0.023 -0.103 0.010
C 0.920880 -1.613762 0.099475 1.159 -0.544 -0.035
C 2.178081 -2.112198 0.003649 -0.819 0.096 0.050
C 3.311708 -1.260823 -0.196600 0.177 0.853 -0.141
C 4.641978 -1.704210 -0.310100 -0.049 0.145 0.011
C 5.005178 -3.160146 -0.157100 -0.063 0.104 -0.336
O 4.912568 -3.606044 1.176239 -0.117 -0.124 0.415
C 5.610926 -0.740705 -0.530287 -0.106 -0.484 0.051
N 5.357860 0.553533 -0.651602 0.138 0.332 -0.045
C 4.121330 0.997371 -0.538157 -0.463 0.032 0.049
C 3.893702 2.467533 -0.672465 -0.100 -0.068 -0.004
C 3.055883 0.114088 -0.298111 1.032 -0.758 -0.029
O 1.807601 0.624552 -0.174224 -0.463 0.084 0.073
C 0.703159 -0.181491 0.024390 -0.599 0.551 -0.041
N -0.470559 0.299049 0.133782 0.930 -0.749 -0.037
C -0.920318 1.599368 0.156610 -0.414 0.851 -0.009
C -2.310325 1.736207 0.145815 0.306 0.105 -0.028
C -2.881499 2.984848 0.181074 0.194 0.326 0.022
C -2.111530 4.145595 0.255218 -0.048 -0.184 -0.029
O -2.846247 5.290035 0.282866 0.003 -0.360 0.019
C -2.247050 6.564933 0.330196 0.094 0.512 0.014
C -0.708817 4.017139 0.299678 -0.148 0.308 0.021
O 0.033519 5.169549 0.410537 -0.453 -0.217 -0.041
C 1.430657 5.074776 0.509448 0.207 0.002 0.010
C -0.136600 2.755622 0.235457 0.129 -0.137 0.003
H -4.299765 0.438580 -2.018419 -0.068 -0.043 0.006
H -5.046708 -1.119040 -2.454681 0.019 0.016 0.048
H -5.492315 -0.307868 -0.926008 0.029 -0.031 -0.025
H -5.841406 -2.616281 -0.842880 -0.043 0.083 -0.050
H -5.962454 -4.837766 0.159174 -0.079 -0.042 -0.001
H -3.943226 -5.874516 1.139870 0.004 -0.087 0.042
H -1.801875 -4.654605 1.110040 0.027 0.012 0.004
H -1.508223 -1.197499 -0.112227 0.142 -0.204 0.108
H 2.297530 -3.184120 0.064261 -0.074 -0.095 0.021
H 4.379534 -3.775564 -0.820599 0.156 0.049 0.042
H 6.050781 -3.304423 -0.438138 -0.143 0.017 -0.081
H 3.993827 -3.565282 1.467031 0.100 -0.028 0.003
H 6.652374 -1.016299 -0.623612 0.090 -0.161 0.007
H 4.801556 2.938215 -1.036092 0.028 0.007 -0.014
H 3.638646 2.894019 0.296930 -0.085 0.112 0.054
H 3.073148 2.657916 -1.361816 -0.085 0.131 -0.016
H -2.917858 0.848861 0.104234 -0.068 -0.123 0.013
H -3.952926 3.107727 0.162918 -0.129 0.028 0.005
H -1.602148 6.741934 -0.532885 -0.058 0.004 0.076
H -3.080132 7.267855 0.310989 0.072 -0.032 0.000
H -1.671289 6.708927 1.246524 -0.055 0.008 -0.088
H 1.734974 4.474234 1.372934 0.007 -0.005 -0.045
H 1.872955 4.661698 -0.402237 -0.005 -0.025 0.051
H 1.780829 6.097533 0.644089 0.042 -0.088 -0.007
H 0.934148 2.654316 0.265708 0.063 0.071 -0.011

=====

No. 2
55
Properties=species:S:1:pos:R:3:forces:R:3 method="wB97M-V/def2-TZVPD" largest_force_ev_per_a=2.82 homo_lumo_gap_ev=7.84 molar_mass_g_mol=415.56 total_charge=0 spin_multiplicity=1
C 5.965832 -1.423386 2.411130 -0.435 0.236 0.270
C 4.641608 -0.716524 2.617598 -0.185 -0.388 -0.145
C 4.608007 0.670686 2.764024 -0.462 -0.072 -0.555
C 3.391006 1.336424 2.849853 0.717 -0.992 0.555
C 2.208009 0.619089 3.014308 0.109 1.125 -0.232
C 0.972330 1.409307 3.382682 1.254 2.506 0.300
C -0.216517 0.755029 2.780994 -1.998 1.503 0.693
C -1.445776 1.335215 2.738422 1.286 0.084 0.871
C -2.673216 0.584700 2.634978 -1.664 -0.690 -1.476
C -3.890669 1.301250 2.518546 0.692 -0.380 0.178
C -5.106131 0.651879 2.432628 0.054 -0.316 0.193
C -5.161996 -0.742928 2.435828 0.094 -0.022 -0.128
C -6.490072 -1.436698 2.388860 -0.519 -0.240 -0.075
C -3.972197 -1.476320 2.464102 -0.030 0.304 0.076
C -2.747086 -0.831602 2.547147 0.140 0.888 0.251
C 2.223486 -0.744980 2.755930 -0.085 -1.126 0.966
C 3.429892 -1.431689 2.604611 0.602 0.579 -0.428
H 5.802687 -2.500591 2.384731 0.189 0.015 -0.136
H 6.454396 -1.080538 1.491066 -0.093 -0.184 0.171
H 6.617706 -1.192917 3.253459 0.180 -0.067 -0.044
H 5.533603 1.236209 2.754947 -0.037 -0.018 -0.077
H 3.374971 2.400277 2.884876 -0.018 0.628 0.201
H 1.053318 2.518536 3.162464 0.020 -1.418 -1.199
H -0.163838 -0.198706 2.270639 0.412 -0.171 0.752
H -1.582315 2.409252 2.940923 0.239 -0.495 0.255
H -3.845894 2.382801 2.497100 -0.046 0.050 0.104
H -6.037484 1.210893 2.406641 0.138 0.027 -0.094
H -6.358947 -2.533436 2.364064 -0.164 0.503 0.097
H -7.110506 -1.155744 3.262442 0.286 -0.256 -0.384
H -7.060180 -1.144005 1.486421 0.259 -0.133 0.380
H -4.018782 -2.563696 2.454806 0.047 0.183 -0.062
H -1.826445 -1.407771 2.566144 -0.192 -0.025 0.121
H 1.320084 -1.367415 2.807405 0.355 0.463 -0.006
H 3.460194 -2.516276 2.425650 -0.169 0.556 0.145
C 2.173846 6.136425 11.014480 0.041 -0.091 -0.111
C 2.274008 5.360074 9.717022 -0.238 -0.426 -0.239
C 1.849385 5.917744 8.512783 -0.066 0.096 -0.508
C 1.893623 5.209763 7.301795 -0.109 0.124 -0.119
C 2.327349 3.873341 7.240196 -0.015 0.163 1.084
S 2.482238 2.948475 5.667988 1.693 -0.251 -1.229
C 1.017441 2.028280 5.112342 -0.431 -2.471 0.481
N -0.019105 2.920297 5.384723 -2.198 0.704 0.834
C -0.783104 3.697600 5.851773 1.055 -1.148 -0.974
O 2.754112 3.985861 4.693287 -0.256 -0.211 0.319
O 3.375280 1.816412 5.806955 0.324 0.829 0.792
C 2.806308 3.330963 8.447461 -0.152 -0.105 -0.285
C 2.753024 4.048452 9.653074 0.195 -0.217 0.059
H 2.531562 5.540337 11.859927 -0.049 0.116 -0.155
H 2.761964 7.061798 10.968863 -0.061 -0.222 -0.029
H 1.136233 6.432902 11.219356 0.209 -0.139 -0.102
H 1.461858 6.946463 8.524485 0.233 -0.480 -0.200
H 1.622651 5.742447 6.398937 -0.159 -0.201 -0.056
H 1.083159 1.110982 5.784618 -0.747 1.238 -0.631
H 3.274894 2.354396 8.424388 -0.194 -0.106 0.085
H 3.096055 3.571871 10.582556 -0.047 0.141 -0.550

=====

No. 3
61
Properties=species:S:1:pos:R:3:forces:R:3 method="wB97M-V/def2-TZVPD" largest_force_ev_per_a=4.38 homo_lumo_gap_ev=7.63 molar_mass_g_mol=667.27 total_charge=-1 spin_multiplicity=1
Ag 0.986722 -0.886713 -3.252548 -0.256 0.571 -0.003
C -0.569966 -1.234717 -0.319066 -0.127 -0.730 -0.405
C 0.947526 -1.406641 -0.005002 0.801 0.673 -1.496
P 1.896323 -0.203069 -1.158396 -0.096 -1.441 0.198
C 3.670340 -0.575844 -0.877628 0.338 -0.046 1.673
C 4.325691 -1.511383 -1.646823 1.162 0.307 -0.312
C 5.692079 -1.836773 -1.390024 -1.623 0.929 0.741
C 6.427194 -1.258632 -0.326408 -2.770 -0.144 -1.404
C 5.740371 -0.327646 0.477163 0.037 -0.655 -1.454
C 4.391504 -0.053651 0.215235 0.662 0.263 -0.417
C 1.516803 1.427529 -0.511043 -0.263 0.119 1.775
C 1.117431 2.406517 -1.375009 -1.307 1.044 -0.018
C 0.465575 3.574351 -0.923224 0.454 -0.083 -1.430
C 0.324039 3.826478 0.447230 -0.440 1.846 -2.428
C 0.792502 2.891697 1.322118 0.709 0.083 -0.451
C 1.331197 1.698533 0.864921 0.058 -0.752 0.162
P -1.457957 0.084171 0.685600 0.698 -0.527 -0.164
C -3.156699 -0.478706 0.440535 -1.054 -0.222 1.487
C -3.773069 -0.428726 -0.828541 1.568 -0.687 -0.203
C -5.070629 -0.861008 -0.992184 -0.551 -0.689 0.043
C -5.796949 -1.236542 0.124465 -0.529 0.175 0.524
C -5.286510 -1.131903 1.416546 3.052 0.230 -2.603
C -3.899818 -0.839430 1.601033 -2.337 0.917 -1.977
C -1.039012 -0.415137 2.457176 -0.312 2.686 -0.621
C -0.734670 0.685153 3.277526 1.110 -1.007 1.832
C -0.218988 0.486881 4.589084 -1.052 0.277 -2.452
C -0.090087 -0.792423 5.045926 0.854 -0.379 2.458
C -0.464944 -1.891637 4.330798 -1.376 2.610 -3.233
C -0.971193 -1.640523 3.019805 0.524 -2.463 0.600
H -1.013037 -2.253876 -0.319533 -0.144 0.561 0.705
H -0.786537 -0.969503 -1.402094 0.582 0.221 1.062
H 1.298759 -2.376196 -0.395519 -0.209 0.193 0.133
H 1.316256 -1.364769 1.032088 -0.594 0.268 -0.187
H 3.812031 -1.843153 -2.550927 0.300 -0.381 0.199
H 6.061073 -2.518621 -2.104452 1.063 -0.727 -0.394
H 7.444395 -1.517129 -0.233283 1.037 -0.035 0.360
H 6.343888 0.265568 1.134112 -0.227 0.148 0.745
H 3.928622 0.717039 0.779722 -0.392 0.535 0.612
H 1.091958 2.211292 -2.421887 0.185 0.033 -0.775
H 0.146303 4.213514 -1.795197 -0.014 -0.374 1.503
H -0.116291 4.823607 0.716986 0.440 -1.274 0.165
H 0.823702 3.230515 2.320229 -0.145 -0.511 1.376
H 1.459000 0.908468 1.605205 0.465 0.161 -0.138
H -3.112060 -0.253672 -1.690061 -0.534 0.285 0.112
H -5.583894 -1.064097 -1.938955 0.777 0.586 0.016
H -6.811491 -1.595551 -0.048596 0.113 0.085 0.273
H -5.865641 -1.392975 2.205584 -1.691 -0.635 2.422
H -3.592089 -0.649931 2.608122 0.656 -0.320 0.283
H -0.769721 1.687021 2.950804 -0.336 0.837 -0.701
H 0.049413 1.313567 5.208096 0.133 0.462 0.236
H 0.305395 -0.887831 6.069737 -0.191 -0.269 -0.447
H -0.566275 -2.842054 4.677032 0.291 -2.505 1.222
H -1.283132 -2.469081 2.377276 0.100 -0.075 0.394
O -0.991452 3.051874 -3.981427 -0.149 0.595 -0.621
H -1.210525 3.034446 -4.940035 0.151 -0.415 1.098
H -1.292168 2.187412 -3.610907 0.242 0.025 -0.443
O -3.021618 -1.189400 -4.332498 0.224 -0.034 0.049
Se -1.678240 -0.316437 -4.616973 -1.724 -0.809 -0.465
O -0.373808 -1.310456 -4.832098 1.264 -0.953 0.013
O -1.300600 0.501011 -3.249729 0.358 0.651 1.094
O -1.807037 0.599208 -5.930073 0.036 0.765 -0.325

=====

No. 4
65
Properties=species:S:1:pos:R:3:forces:R:3 method="wB97M-V/def2-TZVPD" largest_force_ev_per_a=0.82 homo_lumo_gap_ev=4.51 relative_energy_ev=0.866 molar_mass_g_mol=833.56 total_charge=-2 spin_multiplicity=1
Pd 0.371428 0.267088 -2.337645 0.003 -0.639 -0.519
Cl 2.170918 6.923614 -3.598160 0.024 -0.046 0.009
C 2.319576 5.227119 -3.211544 -0.115 0.097 -0.036
C 3.531361 4.689385 -2.853891 0.113 -0.053 0.016
Cl 4.959285 5.693351 -2.793460 -0.035 -0.008 -0.002
C 3.617224 3.320806 -2.535279 0.063 0.010 0.042
Cl 5.156995 2.621783 -2.081567 -0.037 0.049 -0.005
C 2.514572 2.450438 -2.547052 -0.085 -0.129 0.001
O 2.575131 1.217723 -2.230978 0.094 0.150 -0.030
C 1.227507 3.025893 -2.968155 -0.021 0.036 -0.042
O 0.182564 2.273337 -3.054155 0.163 0.209 -0.158
C 1.186201 4.388259 -3.259835 0.029 0.010 -0.043
Cl -0.366001 5.044402 -3.738664 0.052 0.051 -0.002
C -2.744226 2.495089 -2.570375 -0.227 0.027 -0.274
O -1.987874 2.138566 -1.441751 -0.142 0.031 0.199
C -2.583550 1.643052 -0.353425 0.158 0.154 -0.045
C -3.934236 1.596955 -0.094633 -0.215 0.000 -0.036
C -4.368911 1.106978 1.143104 0.207 0.002 -0.003
Br -6.245717 1.073167 1.485354 -0.014 -0.030 0.020
C -3.491388 0.680134 2.103863 -0.176 0.065 -0.079
C -2.113339 0.713056 1.831517 0.390 -0.117 0.119
C -1.644142 1.173845 0.599928 -0.450 -0.205 0.030
O -0.361294 1.180091 0.282619 0.548 0.209 0.077
C -1.183099 0.231560 2.870331 -0.315 0.090 -0.243
N -1.537344 -0.168708 4.072169 0.175 -0.073 0.048
C -0.347267 -0.524643 4.683562 -0.212 0.013 0.085
C -0.106899 -1.009421 5.970047 -0.030 0.016 -0.018
C 1.199250 -1.276810 6.334348 0.086 0.015 -0.078
C 2.265112 -1.068761 5.440398 -0.041 -0.026 0.108
C 2.048937 -0.587894 4.162800 -0.083 0.012 0.011
C 0.729503 -0.322215 3.808998 0.168 0.023 -0.180
N 0.162068 0.155316 2.654102 0.044 0.079 0.032
H -3.399785 3.347408 -2.356294 -0.019 -0.020 0.057
H -3.344205 1.647343 -2.919030 -0.008 -0.010 0.040
H -2.014175 2.771882 -3.327147 0.028 -0.052 0.080
H -4.647886 1.944807 -0.828173 0.022 0.006 0.009
H -3.824050 0.307968 3.061893 0.006 0.013 -0.003
H -0.169010 1.115509 -0.766249 -0.212 -0.223 0.691
H -0.929522 -1.160042 6.657778 -0.003 -0.016 -0.005
H 1.410648 -1.651833 7.328392 0.010 -0.003 0.003
H 3.276644 -1.284468 5.761469 -0.003 -0.012 0.005
H 2.865105 -0.420509 3.472274 0.000 -0.007 -0.015
H 0.585079 0.479166 1.790830 -0.003 -0.044 0.002
C -0.224402 -3.763464 -3.533524 -0.006 -0.026 -0.033
C 0.812835 -3.463026 -2.456558 -0.077 -0.100 -0.126
As 0.395837 -1.838728 -1.433035 0.250 0.643 0.176
C 2.027882 -1.777292 -0.322921 0.000 -0.084 0.011
C 2.487965 -3.067184 0.343677 0.047 -0.004 0.024
C -0.805140 -2.564198 -0.049553 -0.162 -0.045 -0.043
C -2.273861 -2.472205 -0.447548 -0.060 0.022 0.077
H 0.107091 -4.563036 -4.203193 -0.010 -0.010 0.014
H -0.421740 -2.875189 -4.136314 0.022 0.020 0.007
H -1.176172 -4.072734 -3.096027 0.000 0.001 0.017
H 1.784576 -3.263131 -2.915471 0.006 -0.005 0.017
H 0.929381 -4.307816 -1.773647 0.006 -0.024 -0.012
H 1.810344 -1.006034 0.420397 0.024 -0.021 0.001
H 2.793014 -1.344786 -0.970752 0.003 -0.015 0.012
H 1.723431 -3.479972 1.005894 -0.018 0.015 0.007
H 3.385028 -2.903255 0.948182 0.004 0.002 0.010
H 2.733316 -3.835871 -0.392600 0.007 0.009 -0.010
H -0.618128 -1.956718 0.841343 -0.011 -0.025 -0.002
H -0.517480 -3.592473 0.186046 -0.008 -0.013 0.001
H -2.547610 -1.434281 -0.648757 0.008 -0.002 -0.019
H -2.931678 -2.847309 0.341885 0.010 0.013 0.012
H -2.485645 -3.041080 -1.355838 0.026 -0.010 -0.012